Version 1
The following is a DFT calculation (the ωB97M-V functional and the def2-TZVPD basis) of 2 unconnected molecules or ions with the total composition C4H12N4O.

```
21
Properties=species:S:1:pos:R:3:nbo_charge:R:1
C -1.25363 -0.16947 1.88960 -0.426
N -0.80381 0.30941 0.57645 -0.335
N -1.78559 0.84485 -0.32292 -0.634
H -0.20082 -0.99200 -0.25065 0.214
H -2.27105 0.04380 -0.72764 0.358
H -2.47181 1.40082 0.18519 0.342
H -0.44188 -0.26998 2.60965 0.247
H -1.70243 -1.15628 1.75187 0.201
H -2.01051 0.48428 2.32933 0.187
C 0.52555 0.89564 0.42905 0.618
C 0.81213 -1.48594 -0.89047 0.093
N 0.58969 1.73166 -0.63976 -0.899
C 0.75503 -1.61103 -2.21945 -0.544
O 1.92761 -1.88709 -0.20976 -0.716
N 1.45828 0.62120 1.27080 -0.768
H 1.96616 -1.34717 0.60660 0.496
H 0.03256 2.57709 -0.49144 0.382
H 1.15010 2.21757 -1.32965 0.435
H 2.28523 1.15262 0.98676 0.359
H -0.19434 -1.52641 -2.73484 0.194
H 1.63352 -1.83358 -2.81874 0.196
```

Properties
SMILES: [H]/N=C(\N)N(C)N.C=CO
Molar mass in g/mol: 132.2
Charge: 0
HOMO energy in eV: -8.081
Frontier orbital gap in eV: 8.75

***

Version 2
The following is a DFT calculation (the ωB97M-V functional and the def2-TZVPD basis) of a single C4H12N4O molecule.

```
21
Properties=species:S:1:pos:R:3:nbo_charge:R:1
C 1.41545 0.22291 -0.18898 0.668
C -1.79166 -1.74207 0.75943 -0.646
N 0.21247 -0.20208 -0.82367 -0.650
C -1.03325 0.33586 -0.43809 0.327
N 1.63547 1.60735 -0.33526 -0.854
N 2.49805 -0.54456 -0.68598 -0.829
N -1.17665 1.69167 -0.78364 -0.842
C -1.97941 -0.36694 0.19221 -0.323
O 1.39059 -0.21871 1.32093 -0.831
H 0.60551 0.10290 1.77981 0.464
H 0.19044 -1.21081 -0.88596 0.394
H 2.42197 1.90849 0.22464 0.373
H 0.80584 2.14687 -0.11447 0.395
H 3.37256 -0.05052 -0.57973 0.370
H 2.54186 -1.38279 -0.09810 0.378
H -0.77367 1.89640 -1.68932 0.386
H -2.13116 2.01601 -0.71272 0.382
H -2.95235 0.08588 0.32452 0.195
H -2.39406 -1.86048 1.65869 0.218
H -0.75098 -1.92449 1.02640 0.219
H -2.10701 -2.51091 0.04927 0.207
```

Properties
SMILES: C/C=C(/N)NC(N)(N)O
Molar mass in g/mol: 132.2
Charge: 0
HOMO energy in eV: -8.107
Frontier orbital gap in eV: 9.01

***

The energy of each structure relative to the most stable one, in hartree, is as follows: version 1 0.1425; version 2 0.0000.